Formula: C4H10N2O
Source: the OMol25 dataset
Level of theory: ωB97M-V/def2-TZVPD

Summary:
F_max: 1.2 eV/Å
ΔE to the lowest compared entry with this formula, charge and spin: 250.1 kJ/mol
DFT total energy: -9336.396 eV
2S+1: 1
SMILES: CNC[C@H]1O[C@H]1N
frontier orbital gap: 0.347 Eh

CARTESIAN COORDINATES (ANGSTROEM)
C  -0.282  -1.455  1.109
C  -0.666  -1.196  -0.297
C  -0.846  0.195  -0.885
C  1.364  1.199  -0.810
N  0.012  1.199  -0.275
N  0.010  -0.451  2.065
O  0.622  -1.645  0.066
H  -0.648  -2.375  1.568
H  -1.265  -1.948  -0.809
H  -0.401  2.118  -0.412
H  0.351  0.382  1.586
H  -0.822  -0.219  2.597
H  -1.894  0.481  -0.719
H  -0.686  0.128  -1.974
H  1.944  1.956  -0.288
H  1.810  0.224  -0.632
H  1.396  1.408  -1.888

Results of the Löwdin charge analysis, in e, for atoms 1 through 6: C -0.371; C -0.242; C -0.182; C -0.120; N -0.147; N 0.075